Here is a cluster of 2 separate species, C4H7NO3 in total in a non-equilibrium geometry from the Open Molecules 2025 dataset. Energies are from the ωB97M-V functional and the def2-TZVPD basis.

Last column: natural (NBO) charge in e.
Element x y z (Å)
1 C 1.3053 1.1114 1.2431  -0.267
2 O 1.3139 0.6666 -0.1229  -0.470
3 C 0.1444 0.7380 -0.7508  0.308
4 N -1.0576 0.8855 -0.3157  0.271
5 O -1.6956 0.9080 0.7602  -0.546
6 O -1.9656 0.8974 -1.4586  -0.587
7 H 1.7823 0.2384 1.7831  0.184
8 H 0.3167 1.1063 1.4841  0.214
9 H 1.9735 1.9744 1.4322  0.200
10 H 0.1832 0.5112 -1.8288  0.212
11 H -2.8237 0.8972 -0.9781  0.491
12 C -0.7430 -2.3964 0.3088  -0.240
13 C -1.1860 -1.9523 -0.7071  -0.235
14 H -0.0818 -2.3060 1.1523  0.234
15 H -1.7364 -1.7487 -1.5745  0.231

Calculated values
- Spin multiplicity: 1
- HOMO-LUMO gap: 9.456 eV
- SMILES: CO/C=[N+](\[O-])O.C#C
- Total charge: 0
- LUMO level: 0.8 eV
- Max |F|: 0.0823 Eh/bohr

***

Here is a cluster of 2 separate species, C5H12NO in total in a non-equilibrium geometry from the Open Molecules 2025 dataset. Energies are from the ωB97M-V functional and the def2-TZVPD basis.

Last column: natural (NBO) charge in e.
Element x y z (Å)
1 C 2.7916 -0.9552 -0.8204  -0.607
2 C 2.1082 -0.7235 0.5366  -0.474
3 C 0.6178 -0.8636 0.5750  -0.087
4 C -0.3298 -0.0905 1.1962  -0.093
5 N -1.2591 0.6217 0.3108  -0.429
6 C -0.7589 1.3230 -0.6497  0.114
7 H 3.8597 -0.7589 -0.7467  0.243
8 H 2.4126 -0.3378 -1.7616  0.204
9 H 2.6307 -1.9818 -1.2005  0.224
10 H 2.2524 0.3389 0.7251  0.224
11 H 2.5564 -1.3710 1.3343  0.256
12 H 0.1141 -1.3409 -0.2959  0.205
13 H -0.3954 0.2731 2.2093  0.235
14 H -2.3184 0.5665 0.4505  0.484
15 H 0.3366 1.2863 -0.8541  0.233
16 H -1.3733 2.0207 -1.2105  0.230
17 H -4.7632 0.1088 -0.3822  0.513
18 H -4.4138 1.3806 0.4208  0.497
19 O -4.0683 0.5038 0.1627  -0.971

Calculated values
- Spin multiplicity: 1
- HOMO-LUMO gap: 8.663 eV
- Total charge: +1
- LUMO level: -4.8 eV
- Max |F|: 0.0607 Eh/bohr

***

Here is a cluster of 2 separate species, C5H9N3O3S in total in a non-equilibrium geometry from the Open Molecules 2025 dataset. Energies are from the ωB97M-V functional and the def2-TZVPD basis.

Last column: natural (NBO) charge in e.
Element x y z (Å)
1 C 1.1936 1.1960 2.4327  -0.341
2 C 0.1907 2.0367 1.8955  -0.018
3 C 1.3325 0.1519 1.5735  -0.049
4 C -0.0322 -2.1482 -0.4018  -0.691
5 C -0.2195 -0.8060 -1.0207  0.207
6 N -0.1711 1.4875 0.7210  -0.329
7 N 0.5407 0.3443 0.5183  -0.255
8 N 0.4856 -0.4504 -2.0832  -0.763
9 O -1.4292 1.3618 -1.5317  -1.020
10 O -2.5843 -0.1048 0.0172  -0.950
11 O -2.2248 -0.7070 -2.4119  -0.950
12 S -1.8402 0.0062 -1.2141  2.397
13 H 1.9099 1.3887 3.3075  0.240
14 H 0.0003 3.0576 2.3599  0.244
15 H 1.7913 -0.8396 1.5810  0.219
16 H -0.9191 -2.7586 -0.6550  0.277
17 H 0.9685 -2.4084 -0.7712  0.209
18 H 0.0028 -1.9970 0.7122  0.261
19 H -0.7657 1.7123 -0.1257  0.468
20 H 1.3531 -1.0384 -2.3584  0.391
21 H 0.4171 0.5153 -2.5453  0.453

Calculated values
- Spin multiplicity: 1
- HOMO-LUMO gap: 10.338 eV
- Total charge: 0
- LUMO level: 0.5 eV
- Max |F|: 0.0658 Eh/bohr

***

Here is a cluster of 2 separate species, C3H8O2S2 in total from the Open Molecules 2025 dataset. Energies are from the ωB97M-V functional and the def2-TZVPD basis.

Last column: natural (NBO) charge in e.
Element x y z (Å)
1 O -1.5267 -1.8539 1.8501  -0.539
2 C -1.9904 -1.0638 1.0669  0.464
3 C -1.2780 0.1614 0.5844  -0.548
4 C -1.0382 0.0513 -0.9147  -0.523
5 S -0.0019 1.3695 -1.6241  0.097
6 S 1.8538 0.7716 -0.8894  -0.126
7 H -2.9898 -1.2539 0.6397  0.111
8 H -0.3243 0.2721 1.0873  0.257
9 H -1.8657 1.0542 0.7871  0.231
10 H -1.9598 0.0724 -1.4994  0.227
11 H -0.5385 -0.8804 -1.1699  0.223
12 H 2.0781 1.9161 -0.2314  0.138
13 O 1.3141 -1.3312 2.0780  -0.967
14 H 0.3982 -1.5996 2.2589  0.489
15 H 1.7709 -2.1210 1.7783  0.467

Calculated values
- Spin multiplicity: 1
- HOMO-LUMO gap: 9.282 eV
- SMILES: O=CCCSS.O
- Total charge: 0
- LUMO level: 0.4 eV
- Max |F|: 0.0111 Eh/bohr

***

Copy entry 4 word for word.
Here is a cluster of 2 separate species, C3H8O2S2 in total from the Open Molecules 2025 dataset. Energies are from the ωB97M-V functional and the def2-TZVPD basis.

Last column: natural (NBO) charge in e.
Element x y z (Å)
1 O -1.5267 -1.8539 1.8501  -0.539
2 C -1.9904 -1.0638 1.0669  0.464
3 C -1.2780 0.1614 0.5844  -0.548
4 C -1.0382 0.0513 -0.9147  -0.523
5 S -0.0019 1.3695 -1.6241  0.097
6 S 1.8538 0.7716 -0.8894  -0.126
7 H -2.9898 -1.2539 0.6397  0.111
8 H -0.3243 0.2721 1.0873  0.257
9 H -1.8657 1.0542 0.7871  0.231
10 H -1.9598 0.0724 -1.4994  0.227
11 H -0.5385 -0.8804 -1.1699  0.223
12 H 2.0781 1.9161 -0.2314  0.138
13 O 1.3141 -1.3312 2.0780  -0.967
14 H 0.3982 -1.5996 2.2589  0.489
15 H 1.7709 -2.1210 1.7783  0.467

Calculated values
- Spin multiplicity: 1
- HOMO-LUMO gap: 9.282 eV
- SMILES: O=CCCSS.O
- Total charge: 0
- LUMO level: 0.4 eV
- Max |F|: 0.0111 Eh/bohr